# C21H13BrCl5N4O5RuS2

A structure of composition C21H13BrCl5N4O5RuS2 (the ωB97M-V functional and the def2-TZVPD basis, the OMol25 dataset).

Properties
Spin multiplicity: 2
Gap between HOMO and LUMO (alpha / beta) (eV): 7.86 / 6.93
Energy above the lowest of the compared OMol25 structures with the same formula, charge and spin (eV): 0.472
Net charge: 0
<S²>: 0.755

Each line ends with the Mulliken spin population.
Atoms and positions in Å:
Ru -1.08923 0.74864 0.01789  0.9412
Br 0.76417 1.63504 -3.10931  0.0005
Cl 0.50498 6.29506 0.92768  0.0006
Cl 4.01791 2.20074 0.46354  -0.0003
Cl 3.44630 5.26714 0.94091  -0.0001
Cl 1.49141 0.27156 -0.03388  -0.0056
Cl -1.85933 4.30867 0.50388  0.0001
S -0.83279 -3.12140 0.32415  -0.0001
S -1.71267 -1.82902 3.31678  -0.0007
O -0.79282 -1.17522 -2.76527  0.0014
O -4.88500 1.78904 -0.33141  0.0344
O -2.87727 1.27600 0.49900  0.0186
O -1.58026 -3.86095 1.30582  0.0087
O -1.10389 -3.33521 -1.07595  0.0000
N -0.96278 -1.53397 0.60094  0.0661
N -1.72922 1.55706 -1.87549  -0.0397
N -0.88838 0.19424 2.00660  -0.0091
N 4.95527 -3.91673 1.29325  -0.0001
C -3.70360 1.60006 -0.46745  -0.0038
C -3.14354 2.36830 -4.11487  0.0056
C -0.23457 3.72475 0.52479  -0.0064
C 2.14571 4.16777 0.70765  -0.0008
C -3.80161 2.15230 -2.91724  -0.0059
C 2.67219 -3.98840 2.07875  0.0002
C -1.77169 2.20983 -4.16722  -0.0033
C -1.68577 -0.26849 4.08610  -0.0013
C -3.05769 1.76227 -1.82631  0.0153
C 0.01908 2.37505 0.35146  0.0181
C -1.26430 0.68385 3.23276  -0.0048
C 2.41478 2.81341 0.51045  -0.0029
C 1.78814 -3.19030 -0.42772  -0.0014
C 3.14052 -3.33473 -0.19156  0.0001
C 0.87516 -3.43916 0.58979  0.0020
C -1.10533 1.80345 -3.02265  0.0083
C 3.60176 -3.72883 1.06883  -0.0003
C 1.33860 1.96956 0.33456  -0.0320
C -1.09878 -1.10341 1.87873  -0.0046
C 0.82586 4.62148 0.70663  0.0008
C 1.31813 -3.84400 1.84209  -0.0001
H 5.25420 -3.89682 2.25368  0.0000
H 3.85249 -3.15212 -0.98768  0.0000
H 3.01914 -4.31440 3.05191  0.0000
H 5.58188 -3.43673 0.66952  0.0000
H -0.92901 -2.03599 -2.33112  0.0012
H 1.43157 -2.89023 -1.40454  0.0003
H -1.96925 -0.15635 5.11841  0.0000
H 0.59805 -4.05556 2.62121  0.0001
H -0.03974 -1.27647 -3.35357  -0.0002
H -1.21064 2.39337 -5.07086  -0.0002
H -4.86623 2.28432 -2.79239  0.0000
H -1.17354 1.73916 3.43727  -0.0002
H -3.68836 2.67236 -4.99855  0.0001

# C21H13F3N3O3Ta

A structure of composition C21H13F3N3O3Ta in a non-equilibrium geometry (the ωB97M-V functional and the def2-TZVPD basis, the OMol25 dataset).

Properties
Gap between HOMO and LUMO (alpha / beta) (eV): 4.80 / 4.81
Net charge: +2

Each line ends with the Mulliken charge.
Atoms and positions in Å:
Ta 0.00689 -0.65191 1.38581  1.0202
F 2.93267 -1.21147 0.88552  0.2551
F 1.76056 -3.06930 0.93317  -0.2027
F 3.51063 -2.90783 -0.37950  -0.2211
O -0.74138 -0.09914 4.52455  -0.0256
O 1.85410 -1.91008 -2.22019  -0.5361
O 0.48924 -1.00825 -0.63748  -0.3897
N 1.96877 0.48004 1.38205  -0.6036
N -1.00216 1.20751 0.81779  -0.4020
N -1.88902 -1.77421 0.85937  -0.6236
C -3.90383 -0.36686 -1.87346  -0.9017
C -2.65481 1.44574 -0.94871  -0.5247
C 3.88015 1.90425 0.03648  -0.3923
C -3.19613 -3.51191 -0.13268  -0.8269
C 0.93775 3.83799 -0.95340  -1.0386
C 2.52325 2.24742 -0.09848  1.0053
C -2.29554 -3.05464 0.79031  -0.3656
C -2.32499 -0.79682 -0.01528  0.7745
C 4.26806 0.84965 0.84140  -1.2412
C 3.27412 0.17756 1.50005  -0.0374
C -3.29603 -1.23702 -0.96777  1.0106
C 1.50705 1.48764 0.55602  0.8298
C 2.44234 -2.22117 0.11277  0.4085
C 1.51428 -1.66471 -1.01730  0.6679
C -1.92382 0.62154 -0.05481  1.0991
C -3.60488 0.97578 -1.84851  -1.1312
C 2.23246 3.37599 -0.86856  -0.8591
C -3.70473 -2.58140 -1.01785  -0.3646
C -0.49978 -0.27762 3.51112  0.1864
C 0.11094 1.87724 0.31489  0.0710
C -0.08068 3.11871 -0.34087  -0.5419
H 3.02047 3.93971 -1.35675  0.4171
H -3.49913 -4.54919 -0.15783  0.4600
H -1.06287 3.57522 -0.34962  0.7647
H 5.30696 0.57558 0.96086  0.4853
H -1.85035 -3.71052 1.52980  0.5041
H -4.64596 -0.72147 -2.58161  0.4211
H -4.43636 -2.90789 -1.75170  0.4548
H 0.86576 -2.23406 1.86921  0.2671
H 0.70844 4.75810 -1.47884  0.4357
H -2.52604 2.51772 -0.93617  0.2217
H -4.11043 1.67100 -2.50930  0.4459
H 3.48713 -0.65244 2.16428  0.5357
H 4.64690 2.47550 -0.47877  0.4881